Entry from the Open Molecules 2025 dataset: a molecular structure, C4H8HoO3 at a distorted geometry (ωB97M-V with the def2-TZVPD basis set).

Atoms and positions in Å:
O1 -1.20 0.95 1.66
C1 -0.13 0.46 2.31
O2 0.59 -0.42 1.34
C2 1.66 0.09 0.65
C3 1.71 -0.40 -0.74
O3 0.45 -0.10 -1.37
C4 0.41 -0.43 -2.76
Ho1 -1.26 0.11 -0.02
H1 -0.38 -0.22 3.14
H2 0.59 1.22 2.64
H3 2.60 0.31 -0.96
H4 1.94 -1.46 -0.86
H5 -0.62 -0.30 -3.10
H6 1.07 0.26 -3.31
H7 0.72 -1.47 -2.91
H8 2.04 1.06 0.98

Output
E_HOMO (alpha / beta)	-0.623 / -0.735	hartree
⟨S²⟩	8.758
spin multiplicity	6
total charge	+2
lowest unoccupied orbital energy (alpha / beta)	-0.364 / -0.365	Eh

The computed Mulliken charges, all in e, follow: number 1, O, carries -0.513; number 2, C, carries -0.156; number 3, O, carries -0.415; number 4, C, carries -0.447; number 5, C, carries -0.070; number 6, O, carries -0.321; number 7, C, carries -0.615; number 8, Ho, carries 1.916; number 9, H, carries 0.273; number 10, H, carries 0.368; number 11, H, carries 0.317; number 12, H, carries 0.400; number 13, H, carries 0.312; number 14, H, carries 0.283; number 15, H, carries 0.335; number 16, H, carries 0.332


Entry from the Open Molecules 2025 dataset: a molecular structure, C4H8I2MgNO at a distorted geometry (ωB97M-V with the def2-TZVPD basis set).

Atoms and positions in Å:
Mg1 -0.46 -0.24 -0.70
N1 2.51 2.13 0.09
C1 1.51 1.27 0.19
O1 1.41 0.30 -0.59
C2 0.48 1.49 1.26
C3 -0.92 1.21 0.72
H1 3.20 1.99 -0.64
H2 2.61 2.91 0.72
H3 0.56 2.50 1.68
H4 0.70 0.77 2.06
H5 -1.35 2.12 0.30
H6 -1.58 0.88 1.52
I1 -0.63 -3.21 0.39
C4 -1.82 -3.66 -1.35
I2 -2.06 -2.04 -2.76
H7 -2.81 -3.95 -1.01
H8 -1.34 -4.48 -1.87

Output
E_HOMO	-0.443	hartree
total charge	+1
lowest unoccupied orbital energy	-0.161	Eh

The computed Mulliken charges, all in e, follow: number 1, Mg, carries 0.806; number 2, N, carries -0.335; number 3, C, carries 0.842; number 4, O, carries -0.714; number 5, C, carries -0.386; number 6, C, carries -1.217; number 7, H, carries 0.260; number 8, H, carries 0.225; number 9, H, carries 0.305; number 10, H, carries 0.238; number 11, H, carries 0.356; number 12, H, carries 0.330; number 13, I, carries 0.154; number 14, C, carries -0.842; number 15, I, carries 0.196; number 16, H, carries 0.393; number 17, H, carries 0.387


Entry from the Open Molecules 2025 dataset: a gas-phase ion, C4H8IN2 (charge +1) at a distorted geometry (ωB97M-V with the def2-TZVPD basis set).

Atoms and positions in Å:
C1 -0.41 -1.94 -0.26
C2 -0.29 -0.56 -0.91
C3 -1.60 0.78 0.57
C4 0.72 1.30 0.24
N1 -0.69 -2.43 0.86
N2 -0.48 0.53 -0.02
I1 -3.41 0.04 -0.03
H1 -0.08 -2.78 -0.91
H2 0.59 -0.37 -1.46
H3 -1.05 -0.35 -1.82
H4 -1.50 1.48 1.40
H5 0.74 1.37 1.28
H6 1.61 0.56 -0.07
H7 0.89 2.31 -0.20
H8 -0.85 -1.81 1.67

Output
E_HOMO	-0.515	hartree
total charge	+1
SMILES string	[H]/N=C\C/[N+](C)=C\I
relative energy (zero: lowest compared OMol25 entry of this formula, charge and spin)	282.61	kJ/mol
lowest unoccupied orbital energy	-0.194	Eh

The computed Mulliken charges, all in e, follow: number 1, C, carries 0.097; number 2, C, carries -1.232; number 3, C, carries -0.091; number 4, C, carries -0.912; number 5, N, carries -0.507; number 6, N, carries 0.130; number 7, I, carries 0.361; number 8, H, carries 0.379; number 9, H, carries 0.606; number 10, H, carries 0.426; number 11, H, carries 0.424; number 12, H, carries 0.416; number 13, H, carries 0.366; number 14, H, carries 0.294; number 15, H, carries 0.242


Entry from the Open Molecules 2025 dataset: 2 unconnected molecules or ions with the total composition C4H8INO3 at a distorted geometry (ωB97M-V with the def2-TZVPD basis set).

Atoms and positions in Å:
C1 1.96 0.95 -0.89
C2 1.00 0.02 -0.25
C3 -0.84 -0.56 1.37
C4 0.31 0.27 0.85
N1 -3.76 1.09 0.47
O1 -4.45 2.05 0.34
O2 -3.21 0.55 -0.65
O3 -1.49 -1.36 0.46
I1 0.77 1.94 2.06
H1 1.54 1.68 -1.51
H2 2.80 0.47 -1.34
H3 2.24 1.71 -0.13
H4 0.51 -0.75 -0.87
H5 -2.62 -0.17 -0.22
H6 -0.56 -1.14 2.24
H7 -1.53 0.06 2.01
H8 -0.89 -1.62 -0.21

Output
E_HOMO	-0.348	hartree
SMILES string	C/C=C(\I)CO.O=NO
relative energy (zero: lowest compared OMol25 entry of this formula, charge and spin)	343.62	kJ/mol
lowest unoccupied orbital energy	0.013	Eh

The computed Mulliken charges, all in e, follow: number 1, C, carries -1.181; number 2, C, carries 0.158; number 3, C, carries -0.889; number 4, C, carries 0.212; number 5, N, carries 0.174; number 6, O, carries -0.376; number 7, O, carries -0.372; number 8, O, carries -0.604; number 9, I, carries 0.063; number 10, H, carries 0.326; number 11, H, carries 0.315; number 12, H, carries 0.231; number 13, H, carries 0.138; number 14, H, carries 0.590; number 15, H, carries 0.407; number 16, H, carries 0.472; number 17, H, carries 0.333


Entry from the Open Molecules 2025 dataset: a molecular structure, C4H8IrO3 at a distorted geometry (ωB97M-V with the def2-TZVPD basis set).

Atoms and positions in Å:
C1 2.03 -0.05 -1.81
O1 1.99 0.17 -0.45
H1 1.02 0.28 -2.33
H2 2.90 0.42 -2.30
H3 2.04 -1.14 -2.02
O2 -0.81 1.44 -0.19
C2 -1.76 0.77 -0.62
C3 -2.15 -0.43 0.17
O3 -0.99 -0.93 0.81
C4 -1.14 -1.66 1.96
Ir1 0.63 0.33 0.63
H4 -2.57 1.27 -1.18
H5 -2.55 -1.21 -0.50
H6 -2.95 -0.14 0.88
H7 -0.23 -2.15 2.29
H8 -2.15 -1.72 2.37

Output
E_HOMO (alpha / beta)	-0.630 / -0.753	hartree
⟨S²⟩	8.764
spin multiplicity	6
total charge	+2
relative energy (zero: lowest compared OMol25 entry of this formula, charge and spin)	68.92	kJ/mol
lowest unoccupied orbital energy (alpha / beta)	-0.372 / -0.453	Eh

The computed Mulliken charges, all in e, follow: number 1, C, carries -0.503; number 2, O, carries -0.201; number 3, H, carries 0.214; number 4, H, carries 0.296; number 5, H, carries 0.336; number 6, O, carries -0.445; number 7, C, carries -0.016; number 8, C, carries -0.197; number 9, O, carries -0.426; number 10, C, carries -0.400; number 11, Ir, carries 1.382; number 12, H, carries 0.422; number 13, H, carries 0.392; number 14, H, carries 0.458; number 15, H, carries 0.369; number 16, H, carries 0.319


Entry from the Open Molecules 2025 dataset: a molecular structure, C4H8KO at a distorted geometry (ωB97M-V with the def2-TZVPD basis set).

Atoms and positions in Å:
C1 -1.94 -0.08 0.25
C2 -1.08 0.93 0.08
C3 0.30 0.96 0.66
C4 1.35 0.30 -0.22
O1 2.34 -0.28 0.20
K1 4.29 -1.29 2.06
H1 -1.69 -0.94 0.88
H2 -2.88 -0.11 -0.30
H3 -1.36 1.78 -0.54
H4 0.35 0.53 1.67
H5 0.64 2.02 0.72
H6 1.28 0.50 -1.31
H7 -0.41 -2.12 -2.06
H8 -1.19 -2.19 -2.08

Output
E_HOMO	-0.466	hartree
total charge	+1
lowest unoccupied orbital energy	-0.147	Eh

The computed Mulliken charges, all in e, follow: number 1, C, carries -0.794; number 2, C, carries 0.007; number 3, C, carries -0.550; number 4, C, carries 0.010; number 5, O, carries -0.490; number 6, K, carries 0.993; number 7, H, carries 0.250; number 8, H, carries 0.281; number 9, H, carries 0.305; number 10, H, carries 0.296; number 11, H, carries 0.298; number 12, H, carries 0.388; number 13, H, carries -0.079; number 14, H, carries 0.084


Entry from the Open Molecules 2025 dataset: a molecular structure, C4H8MnO2 at a distorted geometry (ωB97M-V with the def2-TZVPD basis set).

Atoms and positions in Å:
C1 0.23 -0.14 1.86
C2 -0.67 0.42 0.81
C3 -0.88 -0.31 -0.38
C4 -0.72 0.30 -1.63
O1 -0.95 -0.28 -2.73
Mn1 -1.04 -0.04 -4.47
H1 0.64 0.64 2.50
H2 0.27 -1.23 1.90
H3 -0.55 1.50 0.66
H4 -1.07 -0.04 2.19
H5 -1.12 -1.38 -0.34
H6 -0.41 1.36 -1.65
H7 1.60 -0.34 -0.21
O2 1.98 0.07 0.59
H8 2.68 -0.53 0.91

Output
E_HOMO (alpha / beta)	-0.612 / -0.614	hartree
⟨S²⟩	8.764
spin multiplicity	6
total charge	+2
lowest unoccupied orbital energy (alpha / beta)	-0.381 / -0.388	Eh

The computed Mulliken charges, all in e, follow: number 1, C, carries -0.493; number 2, C, carries -0.155; number 3, C, carries -0.389; number 4, C, carries 0.061; number 5, O, carries -0.780; number 6, Mn, carries 1.695; number 7, H, carries 0.365; number 8, H, carries 0.367; number 9, H, carries 0.326; number 10, H, carries 0.281; number 11, H, carries 0.320; number 12, H, carries 0.305; number 13, H, carries 0.361; number 14, O, carries -0.617; number 15, H, carries 0.354


Entry from the Open Molecules 2025 dataset: a molecular structure, C4H8N at a distorted geometry (ωB97M-V with the def2-TZVPD basis set).

Atoms and positions in Å:
C1 1.71 0.36 1.36
C2 0.81 0.68 0.49
C3 -1.45 0.23 -0.84
C4 -0.59 -0.97 -1.00
N1 -0.42 -0.16 0.22
H1 2.54 1.07 1.76
H2 1.41 -0.42 2.05
H3 1.23 1.60 -0.50
H4 -1.30 1.08 -1.54
H5 -2.45 -0.09 -0.63
H6 -1.13 -1.85 -0.84
H7 0.29 -0.99 -1.61
H8 -0.64 -0.54 1.07

Output
E_HOMO	-0.569	hartree
total charge	+1
relative energy (zero: lowest compared OMol25 entry of this formula, charge and spin)	261.23	kJ/mol
lowest unoccupied orbital energy	-0.121	Eh

The computed Mulliken charges, all in e, follow: number 1, C, carries -0.609; number 2, C, carries -0.106; number 3, C, carries -0.354; number 4, C, carries -0.316; number 5, N, carries 0.094; number 6, H, carries 0.296; number 7, H, carries 0.287; number 8, H, carries 0.253; number 9, H, carries 0.289; number 10, H, carries 0.291; number 11, H, carries 0.297; number 12, H, carries 0.284; number 13, H, carries 0.293